Record 1
{
  "formula": "C2Cl4I2",
  "method": "ωB97M-V/def2-TZVPD",
  "elements": ["C", "C", "Cl", "Cl", "Cl", "Cl", "I", "I"],
  "positions_angstrom": [[-1.418, 1.056, 0.377], [1.290, -1.197, -0.497], [-2.459, 0.382, -0.888], [-1.586, 0.367, 1.862], [1.842, -1.605, -2.047], [0.963, -2.518, 0.515], [-0.956, 3.083, 0.259], [2.324, 0.432, 0.419]],
  "lowdin_charge": [-1.802, -1.714, 0.459, 0.551, 0.518, 0.515, 0.755, 0.719],
  "lumo_energy_ev": [-0.91, -1.13],
  "total_charge": 0,
  "relative_energy_ev": 0.223,
  "homo_lumo_gap_ev": [7.68, 7.23],
  "max_force_ev_per_a": 2.1
}

=====

Record 2
{
  "formula": "C2ClI",
  "method": "ωB97M-V/def2-TZVPD",
  "elements": ["Cl", "C", "C", "I"],
  "positions_angstrom": [[-2.242, 0.789, -0.673], [-0.680, 0.199, -0.222], [0.438, -0.159, 0.125], [2.484, -0.829, 0.770]],
  "lowdin_charge": [0.600, -0.697, -0.572, 0.669],
  "lumo_energy_ev": -1.03,
  "total_charge": 0,
  "relative_energy_ev": 0.000,
  "smiles": "ClC#CI",
  "homo_lumo_gap_ev": 8.82,
  "max_force_ev_per_a": 3.5
}

=====

Record 3
{
  "formula": "C2ClO4",
  "method": "ωB97M-V/def2-TZVPD",
  "elements": ["C", "C", "O", "O", "O", "O", "Cl"],
  "positions_angstrom": [[0.001, -0.841, 1.821], [-0.001, 0.121, -2.058], [0.531, -1.868, 1.635], [-0.862, -0.201, 2.285], [0.141, 1.348, -2.479], [-1.122, 0.803, -2.011], [1.312, 0.639, 0.807]],
  "lowdin_charge": [-0.879, -0.130, 0.018, 0.017, -0.007, 0.002, -0.020],
  "lumo_energy_ev": 3.71,
  "total_charge": -1,
  "relative_energy_ev": 6.178,
  "homo_lumo_gap_ev": 8.53,
  "max_force_ev_per_a": 2.2
}

=====

Record 4
{
  "formula": "C2CoO4",
  "method": "ωB97M-V/def2-TZVPD",
  "elements": ["O", "C", "O", "O", "C", "O", "Co"],
  "positions_angstrom": [[-1.805, -0.069, 1.001], [-2.592, 0.738, 1.149], [1.366, -0.404, 0.195], [0.812, -0.093, -2.011], [1.361, 0.208, -1.025], [1.301, 1.102, -0.070], [-0.443, -1.483, 0.760]],
  "lowdin_spin": [0.022, 0.003, 0.084, 0.006, 0.004, 0.005, 2.877],
  "lumo_energy_ev": [-13.04, -15.40],
  "total_charge": 2,
  "homo_lumo_gap_ev": [9.17, 6.76],
  "spin_multiplicity": 4,
  "max_force_ev_per_a": 4.4
}

=====

Record 5
{
  "formula": "C2F12N4Na2O16S8",
  "method": "ωB97M-V/def2-TZVPD",
  "elements": ["Na", "Na", "N", "S", "O", "O", "F", "S", "O", "O", "F", "N", "S", "O", "O", "F", "S", "O", "O", "F", "N", "S", "O", "O", "F", "S", "O", "O", "F", "C", "F", "F", "F", "S", "O", "O", "N", "S", "O", "O", "C", "F", "F", "F"],
  "positions_angstrom": [[-1.209, 0.734, 2.230], [0.548, 0.596, -0.150], [-0.787, 2.544, 0.480], [-1.238, 3.264, -0.982], [-0.614, 4.476, -1.427], [-2.611, 3.008, -1.377], [-0.517, 2.211, -1.936], [-0.564, 3.822, 1.151], [-1.608, 4.827, 1.233], [0.860, 4.238, 1.126], [-0.598, 3.117, 2.635], [0.882, -0.441, 2.075], [1.006, -2.139, 1.919], [-0.090, -2.806, 2.653], [2.287, -2.820, 1.825], [0.478, -2.204, 0.389], [2.121, -0.445, 2.971], [3.379, -0.207, 2.266], [2.135, -1.209, 4.184], [1.881, 1.109, 3.512], [-3.044, -0.743, 2.008], [-4.571, -1.294, 2.514], [-4.887, -2.732, 2.640], [-5.649, -0.344, 2.321], [-4.265, -0.844, 4.044], [-3.213, -1.505, 0.730], [-4.258, -1.115, -0.224], [-2.915, -2.958, 0.832], [-1.914, -0.744, 0.110], [-0.077, -2.548, -3.114], [0.908, -3.319, -2.798], [-0.675, -3.001, -4.191], [-1.068, -2.406, -2.166], [0.736, -0.710, -3.499], [1.387, -0.940, -4.791], [-0.404, 0.164, -3.687], [1.684, -0.340, -2.058], [2.943, 0.207, -2.742], [3.716, -0.823, -3.448], [2.755, 1.400, -3.624], [4.069, 0.674, -1.186], [3.470, 1.669, -0.412], [4.267, -0.493, -0.458], [5.267, 1.070, -1.579]],
  "lowdin_charge": [0.476, 0.384, -0.292, 0.592, -0.230, -0.241, -0.179, 0.453, -0.256, -0.281, -0.229, -0.293, 0.619, -0.267, -0.241, -0.192, 0.461, -0.278, -0.250, -0.232, -0.279, 0.613, -0.267, -0.281, -0.234, 0.449, -0.261, -0.281, -0.223, -0.615, 0.179, 0.158, 0.092, 0.716, -0.315, -0.309, -0.319, 0.557, -0.334, -0.330, -0.532, 0.077, 0.075, 0.141],
  "lumo_energy_ev": 3.41,
  "total_charge": -2,
  "relative_energy_ev": 1.218,
  "homo_lumo_gap_ev": 8.79,
  "max_force_ev_per_a": 12.3
}

=====

Record 6
{
  "formula": "C2F2I2",
  "method": "ωB97M-V/def2-TZVPD",
  "elements": ["F", "C", "C", "F", "I", "I"],
  "positions_angstrom": [[0.648, 0.735, 0.797], [1.156, -0.369, 0.450], [1.634, -1.198, -0.251], [2.230, -2.158, -0.844], [-0.852, 4.243, 0.669], [-2.977, 4.222, -0.905]],
  "lowdin_charge": [0.106, -0.143, -0.121, 0.132, 0.018, 0.008],
  "lumo_energy_ev": -1.65,
  "total_charge": 0,
  "relative_energy_ev": 2.019,
  "smiles": "FC#CF.II",
  "homo_lumo_gap_ev": 7.77,
  "max_force_ev_per_a": 1.6
}

=====

Record 7
{
  "formula": "C2F2IO4S",
  "method": "ωB97M-V/def2-TZVPD",
  "elements": ["C", "C", "O", "O", "O", "O", "F", "F", "S", "I"],
  "positions_angstrom": [[-0.782, 0.925, -0.411], [1.537, 1.904, 0.003], [0.164, 1.783, -0.588], [-1.949, 1.210, -0.597], [-0.570, -2.795, -0.984], [-0.413, -0.313, -0.021], [1.272, 2.041, 1.311], [-1.564, -2.549, 1.188], [-0.283, -1.962, 0.084], [2.587, -0.245, 0.015]],
  "lowdin_charge": [-0.678, -0.473, -0.049, 0.108, -0.354, -0.352, -0.132, -0.403, 0.931, 0.403],
  "lumo_energy_ev": 3.09,
  "total_charge": -1,
  "homo_lumo_gap_ev": 7.30,
  "max_force_ev_per_a": 4.6
}

=====

Record 8
{
  "formula": "C2F3N3O2",
  "method": "ωB97M-V/def2-TZVPD",
  "elements": ["N", "C", "O", "N", "O", "N", "C", "F", "F", "F"],
  "positions_angstrom": [[4.132, -0.037, 0.051], [2.990, -0.159, -0.021], [1.723, 0.116, -0.458], [0.341, -0.149, 0.132], [0.391, -0.850, 1.075], [-0.572, 0.394, -0.536], [-1.895, 0.175, -0.144], [-2.607, -0.282, -1.147], [-2.056, -0.624, 0.904], [-2.448, 1.416, 0.143]],
  "lowdin_charge": [0.181, -0.253, 0.045, -0.201, 0.165, 0.248, -0.661, 0.190, 0.173, 0.114],
  "lumo_energy_ev": -1.19,
  "total_charge": 0,
  "relative_energy_ev": 0.797,
  "smiles": "N#CO/[N+]([O-])=N/C(F)(F)F",
  "homo_lumo_gap_ev": 11.00,
  "max_force_ev_per_a": 3.7
}

=====

Record 9
{
  "formula": "C2F3NO",
  "method": "ωB97M-V/def2-TZVPD",
  "elements": ["O", "C", "F", "N", "C", "F", "F"],
  "positions_angstrom": [[1.054, -1.510, -1.353], [0.891, -0.549, -0.740], [1.943, -0.050, -0.006], [-0.197, 0.289, -0.665], [-0.904, 0.504, 0.553], [-1.905, 1.362, 0.524], [-0.883, -0.046, 1.686]],
  "lowdin_charge": [0.203, -0.598, 0.067, 0.230, -0.330, 0.172, 0.255],
  "lumo_energy_ev": -0.18,
  "total_charge": 0,
  "relative_energy_ev": 0.834,
  "smiles": "O=C(F)N=C(F)F",
  "homo_lumo_gap_ev": 11.39,
  "max_force_ev_per_a": 8.1
}

=====

Record 10
{
  "formula": "C2F6NO3PbS2",
  "method": "ωB97M-V/def2-TZVPD",
  "elements": ["O", "Pb", "N", "S", "C", "F", "F", "F", "S", "O", "O", "C", "F", "F", "F"],
  "positions_angstrom": [[1.748, 2.578, -0.639], [0.683, 2.066, 0.985], [-0.002, -0.791, 0.238], [1.238, 0.067, -0.898], [2.719, -0.769, -0.182], [2.757, -2.032, -0.582], [2.746, -0.756, 1.142], [3.801, -0.143, -0.634], [-1.324, -0.216, 0.810], [-1.187, 1.231, 1.239], [-1.995, -1.070, 1.786], [-2.572, -0.066, -0.571], [-2.147, 0.798, -1.477], [-2.738, -1.252, -1.132], [-3.727, 0.354, -0.084]],
  "lowdin_spin": [0.891, -0.018, 0.026, 0.084, 0.004, 0.005, -0.001, -0.001, 0.002, 0.004, 0.004, 0.000, 0.000, 0.000, 0.000],
  "lumo_energy_ev": [-1.07, -1.87],
  "total_charge": 0,
  "homo_lumo_gap_ev": [8.96, 7.85],
  "spin_multiplicity": 2,
  "max_force_ev_per_a": 4.9
}

=====

Record 11
{
  "formula": "C2FNS",
  "method": "ωB97M-V/def2-TZVPD",
  "elements": ["C", "C", "N", "F", "S"],
  "positions_angstrom": [[0.097, -0.765, -0.516], [0.010, 0.060, 0.524], [0.033, -1.540, -1.402], [-0.116, -0.015, 1.830], [-0.023, 2.261, -0.436]],
  "lowdin_charge": [-0.279, -0.298, 0.241, 0.112, 0.224],
  "lumo_energy_ev": [-3.53, -3.53],
  "total_charge": 0,
  "relative_energy_ev": 4.858,
  "homo_lumo_gap_ev": [5.93, 5.94],
  "max_force_ev_per_a": 8.7
}

=====

Record 12
{
  "formula": "C2FO",
  "method": "ωB97M-V/def2-TZVPD",
  "elements": ["C", "C", "O", "F"],
  "positions_angstrom": [[-0.093, -1.339, -0.107], [-0.088, 0.006, 0.100], [-1.037, 0.800, -0.026], [1.218, 0.533, 0.033]],
  "lowdin_charge": [0.062, -0.858, -0.113, -0.090],
  "lumo_energy_ev": [4.92, 4.88],
  "total_charge": -1,
  "homo_lumo_gap_ev": [7.50, 7.47],
  "max_force_ev_per_a": 2.4
}